# C34H87N5O12

A 7-piece molecular cluster, C34H87N5O12 overall in a non-equilibrium geometry (ωB97M-V/def2-TZVPD, OMol25).

Computed properties:
energy relative to the best compared isomer or geometry (same formula, charge and spin) = 175.5 kJ/mol
HOMO level = -8.122 eV
2S+1 = 1
net charge = 0
LUMO energy = 0.7 eV

Each line ends with the Mulliken charge.
Atoms and positions in Å:
C 1.23259 1.79208 4.68187  -0.683
O 1.90632 2.64490 3.78931  -0.186
C 1.27043 3.85521 3.45646  -0.658
C 2.14551 4.64950 2.52778  -0.667
N 2.46588 3.80383 1.35764  -0.058
C 3.71771 4.13208 0.67206  -1.019
C 4.20002 2.88267 -0.08717  -0.488
O 4.65842 1.98354 0.91929  -0.353
C 5.13219 0.77959 0.38419  -0.828
H 1.57043 0.80886 4.34546  -0.043
H 0.14246 1.74236 4.58366  0.428
H 1.51917 1.95462 5.72359  0.331
H 0.97363 4.43855 4.34015  0.479
H 0.30532 3.55460 3.01604  0.307
H 3.06558 4.82537 3.10879  0.308
H 1.82468 5.59168 2.08885  0.388
H 2.65594 2.86509 1.70511  0.105
H 4.56563 4.33798 1.34449  0.411
H 3.60705 5.02298 0.05082  0.533
H 5.01390 3.02955 -0.79795  0.743
H 3.28292 2.51463 -0.56430  0.033
H 4.41509 -0.02661 0.20204  0.202
H 5.87665 0.36300 1.07199  0.259
H 5.73964 0.92468 -0.51866  0.458
C -2.13883 -1.09263 6.56868  -0.823
O -1.60877 -1.30184 5.27917  -0.211
C -2.52940 -1.81816 4.34736  -0.104
C -3.61316 -0.90969 3.83006  -0.808
N -4.74962 -0.72680 4.73692  -0.207
C -5.82089 0.05392 4.09163  -0.634
C -6.83862 0.40328 5.14680  -0.631
O -6.28417 1.42556 5.97442  -0.305
C -7.14001 1.80666 7.00879  -0.780
H -1.26891 -0.86799 7.19074  0.266
H -2.52008 -2.02346 7.00598  0.366
H -2.87245 -0.29251 6.66670  0.276
H -2.90228 -2.81443 4.61340  0.327
H -1.98733 -2.04997 3.42383  -0.146
H -4.02021 -1.28750 2.88656  0.499
H -3.21927 0.07153 3.52044  0.353
H -4.51821 -0.22248 5.58280  0.215
H -6.33201 -0.60205 3.37659  0.379
H -5.47337 0.88740 3.47263  0.322
H -7.04655 -0.47108 5.77273  0.343
H -7.79773 0.72811 4.72872  0.484
H -6.56864 2.44972 7.68426  0.251
H -7.45062 0.94887 7.62022  0.318
H -8.03781 2.38827 6.76913  0.295
C -2.00613 -0.58983 -2.49604  -0.379
O -1.22809 0.39989 -3.10967  0.036
C -1.55697 1.68567 -2.57613  -1.019
C -0.48926 2.62914 -3.03291  -0.561
N 0.84017 2.05317 -2.70334  0.201
C 1.91459 2.54561 -3.53964  -0.487
C 2.34577 3.95258 -3.18861  -0.574
O 3.65950 4.24059 -3.61498  -0.370
C 3.97853 5.59716 -3.46246  -0.753
H -1.93566 -0.59141 -1.40305  0.056
H -1.68495 -1.59124 -2.79194  -0.152
H -3.08226 -0.58904 -2.70959  0.389
H -1.55343 1.64795 -1.48060  0.510
H -2.56420 2.03008 -2.82987  0.391
H -0.53017 3.47632 -2.34166  0.402
H -0.54095 2.91323 -4.08710  0.393
H 0.78258 1.04531 -2.75383  -0.122
H 1.58562 2.64818 -4.58506  -0.031
H 2.78432 1.88763 -3.54460  0.452
H 2.24322 4.22471 -2.12658  0.280
H 1.68460 4.63153 -3.75401  0.544
H 3.09367 6.22316 -3.64925  0.351
H 4.77020 5.88632 -4.14655  0.283
H 4.21430 5.89211 -2.43075  0.209
C 2.46056 -1.54631 -2.45815  -0.356
O 2.25891 -0.77111 -3.61697  -0.090
C 1.85643 -1.59150 -4.70889  -0.508
C 1.38554 -0.70757 -5.85912  -0.757
N 0.03457 -0.22906 -5.73955  -0.059
C -0.33396 0.79986 -6.69501  -0.366
C -1.72843 1.34346 -6.45771  -0.383
O -1.84062 2.69463 -6.83859  -0.374
C -1.80130 2.88165 -8.23311  -0.736
H 2.68151 -0.85111 -1.63842  -0.225
H 3.34408 -2.18683 -2.48083  0.450
H 1.53029 -2.01659 -2.12549  0.239
H 1.00421 -2.17305 -4.33576  0.090
H 2.56032 -2.30446 -5.14425  0.413
H 1.41036 -1.32682 -6.76592  0.556
H 2.19434 0.02693 -5.99490  0.287
H -0.32535 -0.19846 -4.79831  0.085
H -0.23040 0.30371 -7.66454  0.369
H 0.34260 1.66046 -6.59101  0.263
H -1.98251 1.23743 -5.40116  -0.082
H -2.49470 0.72059 -6.93999  0.438
H -0.83202 2.58786 -8.66235  0.292
H -1.78747 3.94880 -8.46003  0.273
H -2.64446 2.33671 -8.66574  0.303
C -1.98385 -5.50519 2.24086  -0.709
O -0.86608 -4.68130 1.89837  -0.393
C -1.26003 -3.46591 1.25217  -0.212
C -0.76650 -3.51067 -0.19735  0.311
N -1.62468 -4.38316 -0.99904  -0.268
C -1.03059 -4.69306 -2.27937  -0.199
C -1.83638 -5.76182 -3.03741  -0.816
O -1.79641 -6.98591 -2.31768  -0.382
C -0.52742 -7.60052 -2.16254  -0.578
H -2.87291 -4.97407 2.58048  0.286
H -1.65051 -6.05523 3.12785  0.294
H -2.21617 -6.27021 1.49832  0.245
H -2.30433 -3.16429 1.31723  0.270
H -0.65254 -2.70273 1.74918  -0.219
H -0.69266 -2.48187 -0.56927  -0.161
H 0.27909 -3.84246 -0.29231  0.367
H -1.60941 -5.26747 -0.49058  0.258
H -1.08800 -3.80947 -2.93004  -0.062
H 0.02684 -4.98361 -2.24774  0.339
H -2.87103 -5.42044 -3.09899  0.336
H -1.54856 -5.94751 -4.07876  0.420
H -0.64642 -8.60047 -1.75411  0.240
H 0.01877 -7.02302 -1.41237  0.204
H -0.00283 -7.64543 -3.11883  0.298
C 1.77980 -0.18604 1.30191  0.337
C 0.31496 0.08649 1.69513  0.109
O -0.54243 0.15107 0.57123  -0.355
H 1.92589 -1.23641 1.04519  0.431
H 2.42923 -0.03643 2.16632  -0.723
H 2.01360 0.48940 0.47817  -0.063
H 0.21483 0.97964 2.32563  -0.176
H -0.01777 -0.66090 2.42230  0.195
H -0.05325 0.61276 -0.12163  0.080
C 4.82263 0.19437 4.15364  -0.495
C 4.35323 -1.23146 4.06191  -0.426
O 2.93836 -1.23581 4.02670  -0.380
H 4.33899 0.86211 4.86572  0.218
H 4.59345 0.66953 3.19356  -0.151
H 5.91749 0.17746 4.19506  0.387
H 4.77073 -1.84972 4.86417  0.439
H 4.74650 -1.58329 3.10063  0.210
H 2.64066 -1.46846 4.91020  0.278

Atomic forces in eV per Å
C 0.254 -0.948 -0.519
O 0.592 0.547 0.044
C -2.035 0.063 0.203
C 1.596 -1.070 -0.846
N 0.606 -0.467 0.081
C 0.791 -0.097 0.038
C -1.050 0.528 0.542
O -0.285 -0.253 -0.267
C 1.417 -0.618 0.112
H 0.024 -0.157 0.549
H -0.032 0.582 -0.080
H -0.070 0.179 0.013
H 0.428 0.020 0.112
H 0.074 0.376 -0.391
H 0.042 0.292 -0.075
H -0.682 0.143 0.724
H -0.394 0.040 0.201
H -0.246 0.258 0.371
H -0.091 -0.164 -0.295
H -0.167 0.360 -0.179
H 0.303 -0.450 -0.409
H -0.475 0.412 -0.047
H -0.269 0.088 0.312
H -0.382 0.232 -0.234
C 0.921 -0.612 0.694
O -0.531 0.251 -0.219
C 0.354 -0.626 -1.557
C -0.794 0.944 0.595
N -0.509 0.344 -0.580
C -0.293 -1.358 0.039
C 0.028 0.666 0.199
O -0.335 0.008 -0.458
C 0.232 0.220 1.408
H -0.127 0.358 -0.014
H -0.398 0.025 -0.266
H 0.018 0.043 -0.208
H -0.349 0.222 0.625
H 0.618 0.180 0.341
H 0.050 -0.482 0.157
H 0.458 -0.057 0.198
H 0.373 -0.007 -0.094
H 0.055 -0.124 0.006
H 0.080 0.417 0.437
H 0.066 -0.159 -0.101
H 0.089 0.152 -0.164
H 0.088 -0.040 -0.126
H -0.073 -0.104 -0.175
H 0.039 -0.214 -0.716
C -0.543 -1.454 0.633
O -1.025 0.180 0.450
C 0.282 -0.192 0.111
C 1.469 0.185 1.189
N -0.250 -0.227 0.073
C 0.227 0.196 -0.483
C -0.403 1.197 0.167
O 0.452 -0.437 -0.184
C -0.837 0.636 0.357
H 0.241 0.358 0.025
H 0.350 0.213 -0.306
H 0.039 0.599 -0.376
H 0.154 -0.223 0.038
H -0.005 -0.183 -0.451
H -0.521 0.551 -0.689
H -0.241 0.070 -0.044
H 0.182 -0.031 -0.372
H 0.038 -0.470 -0.159
H -0.151 -0.160 0.302
H -0.099 -0.438 0.044
H -0.089 0.111 0.311
H 0.045 -0.044 -0.494
H 0.136 -0.164 0.047
H 0.443 -0.441 0.060
C 0.095 1.243 1.176
O 0.613 -0.710 -0.464
C -1.634 0.509 -0.251
C 0.227 -0.859 -0.247
N 0.016 -0.320 0.144
C 0.420 -0.522 0.854
C -0.449 -0.633 0.075
O -0.047 0.308 0.407
C 0.673 0.085 0.015
H 0.003 0.185 -0.206
H -0.286 -0.482 -0.437
H 0.110 -0.598 -0.317
H -0.087 -0.269 -0.214
H 0.722 0.169 0.653
H 0.245 -0.041 -0.056
H -0.347 0.511 0.033
H 0.079 0.709 -0.024
H 0.073 0.547 -0.287
H 0.124 0.044 -0.427
H 0.233 0.487 0.102
H 0.067 0.112 -0.380
H -0.232 -0.621 0.023
H -0.724 0.017 0.266
H 0.135 0.202 -0.473
C 1.048 -0.715 1.170
O -1.971 0.030 -0.036
C 2.460 0.283 -0.646
C -0.145 0.435 -0.117
N 0.426 -0.390 0.282
C -0.458 0.358 -1.829
C 0.414 -0.113 0.777
O -0.900 -0.680 0.026
C -0.336 0.871 0.172
H -0.030 0.346 -0.436
H -0.059 -0.113 -0.080
H -0.171 0.280 -0.353
H -0.193 -0.513 0.066
H -0.233 0.179 -0.032
H -0.635 -0.032 -0.231
H 0.042 -0.213 0.665
H -0.410 0.040 -0.025
H 0.200 0.119 0.200
H 0.105 0.035 0.224
H -0.102 -0.297 0.347
H 0.582 0.288 0.081
H -0.329 -0.059 -0.164
H 0.539 -0.104 -0.186
H 0.232 0.003 0.033
C -0.851 0.094 0.627
C 0.752 0.001 0.973
O -0.114 -0.289 -0.042
H -0.136 0.037 -0.425
H -0.030 0.380 -0.231
H 0.408 -0.069 -0.035
H 0.290 0.416 -0.564
H -0.279 -0.463 -0.556
H -0.050 0.076 0.020
C 0.609 0.588 -1.105
C 0.287 0.668 -0.061
O -0.282 -0.756 0.264
H 0.231 -0.449 0.541
H -0.017 0.028 0.014
H -0.081 0.377 0.431
H -0.249 -0.084 -0.074
H -0.272 -0.438 0.182
H -0.224 0.005 -0.064